# 1
{
  "formula": "C22H30GeN2O2OsSe",
  "method": "the ωB97M-V functional and the def2-TZVPD basis",
  "total_charge": 2,
  "mol_weight_da": 696.3,
  "orbital_gap_ev": [5.2, 5.6],
  "e_homo_ha": [-0.539, -0.539],
  "species": ["Os", "C", "N", "C", "C", "C", "C", "C", "C", "C", "C", "H", "H", "H", "H", "H", "H", "H", "H", "H", "H", "H", "H", "C", "Ge", "C", "C", "C", "Se", "C", "H", "H", "H", "H", "H", "H", "H", "H", "H", "H", "H", "H", "H", "H", "O", "C", "N", "C", "O", "C", "C", "C", "C", "C", "C", "H", "H", "H", "H"],
  "coordinates": [[0.3343, 0.5756, 0.2381], [-1.7711, -1.8202, -0.0590], [-1.2609, -1.0103, 1.0588], [-2.3709, -0.3531, 1.7600], [-0.4458, -1.8335, 1.9747], [0.9543, -1.9948, 1.4777], [1.7735, -2.9905, 1.9684], [3.1172, -3.0328, 1.6029], [3.6426, -2.0803, 0.7236], [2.8272, -1.0929, 0.2210], [1.4663, -1.0309, 0.5866], [-2.5062, -2.5467, 0.3003], [-0.9530, -2.3654, -0.5262], [-2.2617, -1.1770, -0.7878], [-3.0445, -1.0991, 2.1919], [-2.9414, 0.2624, 1.0668], [-1.9938, 0.2746, 2.5652], [-0.9132, -2.8110, 2.1308], [-0.4076, -1.3318, 2.9457], [1.3793, -3.7139, 2.6708], [3.7584, -3.7908, 2.0314], [4.6922, -2.1006, 0.4655], [3.2541, -0.3407, -0.4331], [-1.0167, -2.0060, -6.0198], [-1.4865, -0.6318, -4.7009], [-1.2586, 1.1983, -5.3802], [-3.1716, -0.9403, -3.7330], [-0.0856, -0.8756, -3.1849], [0.1562, 0.7425, -2.1609], [1.9053, 1.2836, -2.8083], [-1.7168, -1.9624, -6.8536], [-1.0613, -3.0033, -5.5863], [-0.0157, -1.8263, -6.4083], [-2.0526, 1.4191, -6.0920], [-0.3083, 1.2910, -5.9046], [-1.3081, 1.9350, -4.5788], [-4.0120, -0.8471, -4.4194], [-3.3112, -0.2080, -2.9368], [-3.1948, -1.9457, -3.3131], [0.8792, -1.1748, -3.5903], [-0.4610, -1.6516, -2.5225], [1.8553, 1.4431, -3.8828], [2.6289, 0.5057, -2.5760], [2.1788, 2.2150, -2.3163], [2.6461, 0.4414, 3.3597], [1.7569, 1.2229, 3.1900], [0.9743, 1.3133, 2.0210], [0.0190, 2.2831, 2.1401], [-0.7525, 2.4121, 1.1712], [0.1125, 2.9026, 3.4592], [-0.6266, 3.8856, 4.0887], [-0.2705, 4.2133, 5.3945], [0.7933, 3.5851, 6.0309], [1.5425, 2.5930, 5.3932], [1.1839, 2.2594, 4.1089], [-1.4462, 4.3813, 3.5876], [-0.8284, 4.9747, 5.9216], [1.0511, 3.8687, 7.0421], [2.3729, 2.1071, 5.8859]],
  "atomic_forces_ev_per_a": [[0.57, -3.64, 1.85], [-0.18, -0.23, -0.24], [1.27, 1.56, -1.20], [-0.30, 0.27, 0.22], [0.16, -0.08, 0.27], [-0.25, -0.42, 0.35], [-0.19, -0.04, -0.01], [-0.18, 0.15, 0.02], [0.03, 0.13, -0.28], [0.73, -0.04, 0.14], [-0.56, 2.00, -0.59], [0.04, 0.04, 0.12], [0.02, 0.07, 0.01], [0.06, 0.00, 0.01], [0.09, -0.09, -0.05], [0.09, -0.01, -0.03], [0.05, -0.01, -0.06], [-0.13, 0.09, -0.03], [-0.06, 0.03, -0.03], [0.03, -0.05, -0.02], [0.04, -0.02, -0.03], [-0.01, -0.05, -0.04], [-0.04, 0.02, 0.05], [-0.20, 0.28, 0.23], [0.45, -0.05, 0.38], [-0.11, -0.37, 0.11], [0.20, 0.10, -0.33], [-0.90, -0.37, -0.87], [-0.86, 0.42, -0.86], [0.34, -0.08, 0.44], [-0.01, -0.01, 0.00], [0.00, -0.02, 0.01], [0.03, 0.00, 0.01], [-0.02, 0.02, -0.01], [0.03, 0.01, 0.00], [-0.02, 0.01, -0.02], [-0.05, 0.01, 0.03], [0.02, 0.04, 0.00], [0.03, -0.03, 0.00], [0.16, 0.13, 0.22], [0.15, 0.03, 0.06], [-0.24, -0.03, 0.02], [0.02, -0.01, -0.05], [-0.03, 0.02, -0.03], [-0.11, -0.02, -0.07], [0.08, -0.11, 0.55], [-0.86, 0.54, -0.66], [0.37, 0.13, 0.90], [0.27, -0.51, -0.49], [0.16, -0.02, 0.26], [0.00, -0.02, -0.10], [-0.01, 0.05, 0.00], [0.06, -0.06, -0.02], [0.04, 0.02, -0.04], [-0.23, 0.18, -0.16], [-0.03, 0.02, 0.01], [0.00, 0.01, 0.00], [-0.03, 0.02, 0.01], [0.00, -0.02, 0.03]]
}

# 2
{
  "formula": "C22H30N2O3",
  "method": "the ωB97M-V functional and the def2-TZVPD basis",
  "mol_weight_da": 370.5,
  "orbital_gap_ev": 8.6,
  "relative_energy_kcal_mol": 57.31,
  "smiles": "COc1ccc(CCN2CCC[C@@H](CN(C)C(=O)c3ccoc3C)C2)cc1",
  "e_homo_ha": -0.291,
  "species": ["C", "O", "C", "C", "C", "C", "C", "C", "N", "C", "C", "C", "C", "C", "N", "C", "C", "O", "C", "C", "C", "O", "C", "C", "C", "C", "C", "H", "H", "H", "H", "H", "H", "H", "H", "H", "H", "H", "H", "H", "H", "H", "H", "H", "H", "H", "H", "H", "H", "H", "H", "H", "H", "H", "H", "H", "H"],
  "coordinates": [[1.2619, 3.7796, 2.1939], [1.6093, 3.0021, 1.0762], [0.6348, 2.6869, 0.1720], [-0.6982, 3.0678, 0.2644], [-1.5980, 2.6716, -0.7109], [-1.2066, 1.8858, -1.7857], [-2.1996, 1.4497, -2.8229], [-3.3056, 0.5043, -2.2885], [-2.9079, -0.7863, -1.7807], [-2.1870, -1.6131, -2.7266], [-2.1519, -3.0487, -2.2132], [-1.4608, -3.0901, -0.8560], [-2.1879, -2.1600, 0.1149], [-1.5410, -2.1588, 1.5163], [-0.3805, -1.2953, 1.6447], [-0.5946, 0.0218, 2.1923], [0.8445, -1.7966, 1.3538], [0.9959, -2.9481, 0.9741], [2.0052, -0.8813, 1.4595], [2.4381, -0.0395, 2.5259], [3.5989, 0.5255, 2.1093], [3.9180, 0.1015, 0.8736], [2.9645, -0.7646, 0.4844], [3.0663, -1.4041, -0.8521], [-2.2465, -0.7550, -0.4916], [0.1358, 1.5267, -1.8757], [1.0450, 1.9190, -0.9176], [0.8890, 4.7658, 1.8987], [0.5122, 3.2793, 2.8166], [2.1805, 3.8989, 2.7660], [-1.0480, 3.6750, 1.0850], [-2.6286, 2.9863, -0.6285], [-1.6794, 0.9593, -3.6470], [-2.7073, 2.3303, -3.2258], [-4.0052, 0.3213, -3.1117], [-3.8541, 1.0133, -1.4914], [-2.7070, -1.5680, -3.6873], [-1.1499, -1.2638, -2.8734], [-1.6245, -3.6823, -2.9280], [-3.1756, -3.4144, -2.1160], [-1.4545, -4.1074, -0.4626], [-0.4236, -2.7713, -0.9597], [-3.2145, -2.5249, 0.2290], [-2.2741, -1.8416, 2.2618], [-1.2207, -3.1791, 1.7460], [-0.5662, -0.0012, 3.2877], [0.1665, 0.7079, 1.8293], [-1.5682, 0.3949, 1.8819], [1.9674, 0.0960, 3.4777], [4.2680, 1.2189, 2.5779], [2.6040, -0.7814, -1.6188], [2.5560, -2.3630, -0.8235], [4.1118, -1.5505, -1.1127], [-2.8276, -0.0927, 0.1567], [-1.2206, -0.3613, -0.5665], [0.4725, 0.9306, -2.7125], [2.0868, 1.6495, -0.9864]],
  "atomic_forces_ev_per_a": [[-0.06, 0.10, 0.14], [-0.05, -0.16, -0.36], [0.06, -0.04, -0.11], [0.20, 0.15, 0.29], [0.06, -0.17, -0.22], [0.03, 0.16, -0.05], [-0.32, -0.24, 0.16], [0.08, 0.21, -0.27], [0.04, -0.04, 0.01], [-0.24, -0.26, -0.02], [0.24, 0.14, -0.04], [-0.33, 0.02, -0.08], [0.33, 0.12, 0.11], [-0.18, -0.36, -0.18], [-0.05, -0.07, -0.01], [0.06, 0.22, 0.13], [0.03, 0.07, 0.00], [0.05, -0.27, -0.10], [0.73, 0.05, -0.48], [0.51, 0.24, -0.10], [-0.54, 0.00, 0.79], [0.26, 0.00, -0.41], [-0.94, -0.53, 0.15], [0.13, 0.18, 0.12], [-0.15, -0.27, 0.26], [-0.08, 0.11, 0.05], [0.07, 0.10, 0.24], [-0.01, -0.04, 0.02], [0.00, 0.02, -0.02], [-0.08, 0.02, 0.01], [0.01, 0.06, 0.09], [-0.13, 0.04, 0.02], [0.00, 0.06, -0.07], [0.02, -0.02, -0.12], [-0.04, 0.10, 0.05], [-0.05, 0.03, -0.04], [0.07, 0.05, -0.03], [0.02, 0.03, -0.07], [-0.01, -0.05, -0.04], [-0.06, -0.03, -0.07], [0.11, -0.02, 0.05], [0.07, -0.04, 0.01], [0.00, 0.03, 0.02], [0.04, 0.00, 0.01], [-0.12, 0.09, 0.07], [-0.04, 0.08, 0.01], [-0.11, 0.03, 0.03], [0.04, 0.02, -0.02], [-0.07, 0.10, 0.22], [0.15, 0.08, -0.01], [0.00, 0.04, -0.09], [0.00, -0.02, -0.01], [0.06, -0.05, -0.07], [0.07, 0.07, 0.02], [-0.09, -0.01, 0.12], [0.02, -0.07, -0.09], [0.16, -0.06, 0.00]]
}

# 3
{
  "formula": "C22H30N8O2W",
  "method": "the ωB97M-V functional and the def2-TZVPD basis",
  "total_charge": 4,
  "multiplicity": 3,
  "mol_weight_da": 622.4,
  "orbital_gap_ev": [6.6, 6.0],
  "s2": 2.0135,
  "relative_energy_kcal_mol": 29.44,
  "e_homo_ha": [-0.728, -0.731],
  "species": ["W", "N", "C", "N", "C", "N", "N", "C", "C", "C", "C", "C", "C", "N", "C", "C", "C", "C", "C", "C", "H", "H", "H", "H", "H", "H", "H", "H", "H", "H", "H", "C", "N", "C", "C", "O", "H", "H", "H", "H", "H", "H", "H", "C", "N", "C", "C", "O", "N", "C", "C", "H", "H", "H", "H", "H", "H", "H", "H", "H", "H", "H", "H"],
  "coordinates": [[0.2005, -0.5458, 0.1188], [-0.6185, 3.0867, -2.4327], [-0.6403, 2.2385, -1.4341], [0.1163, 1.1332, -1.3911], [1.0087, 0.9346, -2.4567], [1.9129, -0.0253, -2.2917], [1.6281, -0.8146, -1.2904], [2.4732, -1.0762, -0.3018], [2.2663, -2.2436, 0.5935], [3.2272, -3.1521, 0.9793], [2.8256, -4.1961, 1.8152], [1.5068, -4.2727, 2.2370], [0.6009, -3.2966, 1.8378], [0.9784, -2.2919, 1.0375], [1.0357, 1.8020, -3.5816], [1.8833, 1.6075, -4.6826], [1.8553, 2.5129, -5.7197], [1.0014, 3.6233, -5.6771], [0.1609, 3.8442, -4.6010], [0.1814, 2.9292, -3.5566], [-1.2071, 3.9152, -2.3859], [-1.2968, 2.4558, -0.6008], [3.4170, -0.5271, -0.2929], [4.2477, -3.0724, 0.6281], [3.5431, -4.9428, 2.1315], [1.1822, -5.0790, 2.8803], [-0.4307, -3.3017, 2.1661], [2.5472, 0.7543, -4.7010], [2.5006, 2.3767, -6.5770], [1.0043, 4.3248, -6.5009], [-0.4902, 4.7092, -4.5754], [-2.3329, -3.9646, -1.5011], [-2.8939, -2.6333, -1.7798], [-4.1331, -2.5353, -2.5856], [-2.3122, -1.5703, -1.3703], [-1.2045, -1.6128, -0.6636], [-3.0511, -4.7202, -1.7978], [-2.1306, -4.0564, -0.4356], [-1.4128, -4.1017, -2.0689], [-4.6164, -3.5062, -2.5957], [-3.8841, -2.2526, -3.6074], [-4.8096, -1.8102, -2.1384], [-2.7590, -0.6043, -1.5972], [1.2120, 2.6862, 4.0253], [0.9768, 1.5217, 3.1607], [2.1745, 0.8854, 2.6393], [-0.2440, 1.0984, 2.8202], [-0.3907, 0.5099, 1.6400], [-1.3226, 1.2765, 3.5620], [-1.2800, 1.4461, 5.0185], [-2.6619, 1.2527, 2.9747], [2.0142, 3.2768, 3.5838], [1.5129, 2.3879, 5.0290], [0.3186, 3.2990, 4.0681], [2.8985, 0.7778, 3.4481], [2.6333, 1.4812, 1.8448], [1.9499, -0.1288, 2.2894], [-0.3424, 1.0706, 5.4135], [-2.0946, 0.8588, 5.4401], [-1.4236, 2.4863, 5.3091], [-2.6008, 1.2320, 1.8901], [-3.1928, 2.1538, 3.2819], [-3.2186, 0.3852, 3.3286]],
  "atomic_forces_ev_per_a": [[-1.18, 0.61, -0.69], [-0.18, 0.04, 0.26], [-0.02, -0.06, 0.04], [0.06, 0.05, -0.19], [-0.07, -0.17, 0.51], [0.20, 0.11, -0.43], [-0.53, 0.23, 0.64], [1.61, -0.23, -0.16], [-0.16, 0.02, 0.23], [-0.09, 0.19, -0.12], [-0.04, -0.02, 0.02], [-0.04, 0.09, -0.05], [-0.06, -0.02, 0.06], [0.39, -0.30, -0.03], [-0.19, 0.20, 0.11], [0.05, 0.03, -0.10], [0.07, -0.13, 0.05], [-0.05, 0.04, 0.04], [-0.04, -0.06, 0.13], [0.34, -0.11, -0.41], [-0.02, -0.04, 0.06], [-0.01, 0.02, -0.04], [0.06, -0.24, -0.05], [0.01, 0.03, -0.01], [0.01, -0.01, -0.01], [-0.06, 0.02, 0.01], [0.02, -0.03, 0.02], [0.01, 0.00, -0.02], [0.02, -0.02, 0.01], [-0.02, 0.02, -0.01], [-0.01, 0.01, 0.00], [0.20, -0.20, 0.06], [0.17, 0.06, 0.08], [-0.23, 0.09, -0.15], [-0.08, 0.19, -0.06], [-0.39, -0.36, 0.19], [-0.03, 0.03, -0.01], [0.00, 0.00, -0.03], [-0.02, 0.01, 0.01], [0.00, 0.00, 0.05], [0.01, -0.03, 0.02], [0.04, 0.02, -0.03], [-0.03, -0.06, -0.01], [0.01, 0.12, 0.17], [-0.49, -0.35, -0.09], [0.08, -0.19, -0.12], [0.21, 0.58, 0.79], [0.27, -0.31, -0.55], [0.33, -0.11, -0.53], [-0.03, 0.07, 0.26], [-0.20, 0.01, -0.05], [-0.02, -0.03, -0.03], [-0.01, 0.01, -0.02], [0.00, 0.04, 0.03], [0.01, 0.03, -0.04], [-0.01, 0.01, 0.02], [0.06, 0.14, 0.11], [0.02, 0.00, 0.02], [0.02, -0.01, -0.03], [0.01, -0.02, -0.03], [-0.04, 0.02, 0.06], [0.00, -0.02, 0.02], [0.04, 0.00, 0.01]]
}

| no. | strongest force on any atom (eV/Å) |
| --- | --- |
| 1 | 4.12 |
| 2 | 1.09 |
| 3 | 1.64 |